One molecule with the formula C4H8NOP in a non-equilibrium geometry. Source: OMol25; level of theory: ωB97M-V with the def2-TZVPD basis set.

Summary:
LUMO energy, Ha: 0.00001
ΔE to the lowest compared entry with this formula, charge and spin, kJ/mol: 291.55
E, eV: -17101.3011
Multiplicity: 1
Max |F|, eV/A: 3.939

Last column: natural (NBO) charge in e.
Positions of all 15 atoms, in Å:
C  0.806  1.427  -0.802  0.43
C  0.101  -1.175  1.303  -0.61
C  -0.279  0.315  1.147  -0.39
C  -0.408  0.855  -0.262  -0.19
N  -0.898  -0.222  -1.195  -0.88
O  1.532  0.909  -1.590  -0.51
P  -0.022  -1.090  -2.147  0.87
H  1.130  2.355  -0.359  0.12
H  -0.473  -1.759  0.629  0.22
H  -0.039  -1.524  2.275  0.21
H  1.105  -1.397  0.996  0.20
H  0.687  0.901  1.531  0.20
H  -1.174  0.351  1.799  0.23
H  -1.082  1.730  -0.400  0.23
H  -0.986  -1.677  -2.924  -0.14